Record 1
DFT (ωB97M-V with the def2-TZVPD basis set) results for a single C5H7NO2 molecule.

Computed properties:
* ΔE to the lowest compared entry with this formula, charge and spin: 534.74 kJ/mol
* HOMO energy: -9.3 eV
* structure (SMILES): CN/C=C\C(=O)C=O
* HOMO-LUMO gap: 7.9490 eV
* net charge: 0
* F_max: 6.126 eV/A

Element x y z (Å)
C (-1.040, -1.160, 0.444)
N (-1.432, -0.151, -0.466)
C (-0.968, 1.178, -0.180)
C (0.405, 1.440, -0.033)
C (1.701, 0.666, -0.072)
O (2.852, 1.236, 0.167)
C (1.719, -0.801, -0.305)
O (2.885, -1.335, -0.201)
H (-2.006, -1.928, 0.483)
H (-0.818, -0.768, 1.699)
H (-0.265, -1.862, -0.138)
H (-2.483, 0.014, -0.673)
H (-1.819, 2.014, -0.174)
H (0.593, 2.481, 0.183)
H (0.675, -1.022, -0.734)



Record 2
DFT (ωB97M-V with the def2-TZVPD basis set) results for a single C4H4FN molecule.

Computed properties:
* ΔE to the lowest compared entry with this formula, charge and spin: 429.07 kJ/mol
* HOMO energy (spin up / spin down): -9.5 / -9.2 eV
* HOMO-LUMO gap (spin up / spin down): 9.4827 / 8.9906 eV
* net charge: 0
* F_max: 2.014 eV/A

Element x y z (Å)
C (-0.563, -0.898, 0.011)
C (0.776, -0.222, 0.001)
C (-1.710, -0.307, -0.002)
C (0.725, 1.307, -0.002)
N (-0.229, 2.065, 0.003)
F (-2.982, -0.587, -0.005)
H (-0.457, -1.982, 0.016)
H (1.353, -0.533, 0.877)
H (1.755, 1.691, -0.013)
H (1.333, -0.533, -0.887)



Record 3
DFT (ωB97M-V with the def2-TZVPD basis set) results for 2 unconnected molecules or ions with the total composition C3H9NO2S.

Computed properties:
* ΔE to the lowest compared entry with this formula, charge and spin: 58.02 kJ/mol
* HOMO energy: 0.3 eV
* HOMO-LUMO gap: 5.7617 eV
* net charge: -2
* F_max: 2.760 eV/A

Element x y z (Å)
C (-0.758, -0.990, 0.583)
C (-0.894, -2.365, -0.133)
S (-2.358, -3.318, 0.367)
N (0.631, -0.513, 0.558)
C (0.894, 0.972, 0.880)
O (1.524, 1.725, 0.002)
H (-1.413, -0.356, -0.039)
H (-1.126, -1.066, 1.603)
H (0.035, -2.883, 0.151)
H (-0.807, -2.201, -1.212)
H (0.867, -0.529, -0.438)
H (1.398, 0.817, 1.878)
H (-0.147, 1.323, 1.162)
H (0.936, 2.601, -1.146)
H (0.738, 3.839, -2.216)
O (0.479, 2.943, -1.998)



Question: F_max of number 2 (C4H4FN)?
Answer: 2.014 eV/A



Question: Which of these has the lowest F_max?
Answer: C4H4FN